Record 1
11
Properties=species:S:1:pos:R:3:mulliken_charge:R:1 method="wB97M-V/def2-TZVPD" charge=0 homo_lumo_gap_ev=9.68 relative_energy_ev=3.764 lumo_ev=1.26 total_energy_ha=-193.94217
C -1.77 0.09 0.66 -0.494
C -1.78 -0.12 -0.63 -0.443
C -0.43 -0.10 -0.07 0.288
C 0.74 0.81 -0.04 -0.415
C 1.07 -0.69 0.07 -0.563
H -2.28 0.34 1.54 0.384
H -2.34 -0.16 -1.50 0.386
H 0.79 1.56 0.90 0.205
H 1.04 1.33 -1.00 0.196
H 1.34 -1.31 -0.84 0.207
H 1.55 -1.11 0.99 0.248

Record 2
16
Properties=species:S:1:pos:R:3:mulliken_charge:R:1 method="wB97M-V/def2-TZVPD" charge=0 homo_lumo_gap_ev="4.35 / 7.20" lumo_ev="-3.45 / -2.34" total_energy_ha=-3049.75245
C 1.11 0.23 0.44 0.116
C -0.38 -2.19 0.35 -1.050
C -1.53 0.68 -0.29 -0.942
Si 1.47 2.09 0.33 0.717
P -0.15 -0.48 -0.49 0.313
Cl 2.49 -0.65 0.76 -0.133
Cl 0.24 3.26 1.54 -0.241
Cl 3.41 2.14 0.88 -0.214
Cl 1.45 2.75 -1.57 -0.200
Cl -1.64 -2.89 -2.83 -0.461
H -0.83 -2.96 -0.16 0.399
H 0.60 -2.52 0.23 0.361
H -0.74 -2.11 1.38 0.329
H -2.36 -0.04 -0.16 0.340
H -1.36 1.30 0.69 0.320
H -1.78 1.38 -1.08 0.345

Record 3
18
Properties=species:S:1:pos:R:3:mulliken_charge:R:1 method="wB97M-V/def2-TZVPD" charge=-1 homo_lumo_gap_ev="5.72 / 5.71" relative_energy_ev=2.961 lumo_ev="3.65 / 3.65" total_energy_ha=-509.93120
C -0.15 -1.59 -0.04 -0.305
C 0.31 0.85 0.20 -0.103
C -1.00 0.12 -0.11 1.068
C -1.53 0.41 -1.52 -1.321
C 2.71 0.18 0.47 -0.948
N 0.99 -1.43 0.58 -0.826
N 1.33 -0.06 0.48 0.626
N -1.96 0.26 0.91 -0.144
O -3.25 -0.23 0.80 -0.815
O 0.41 2.09 0.20 -0.667
H -0.75 -2.43 0.33 0.263
H -1.76 1.46 -1.48 0.387
H -2.20 -0.43 -1.80 0.344
H -0.63 0.36 -2.23 0.287
H 3.11 -0.07 1.54 0.234
H 3.18 -0.56 -0.26 0.240
H 2.83 1.15 0.15 0.443
H -1.65 -0.08 1.77 0.237

Record 4
22
Properties=species:S:1:pos:R:3:mulliken_charge:R:1 method="wB97M-V/def2-TZVPD" charge=+1 homo_lumo_gap_ev="7.14 / 7.14" relative_energy_ev=3.378 lumo_ev="-4.77 / -4.77" total_energy_ha=-872.91294
C -2.74 -1.47 0.44 -0.605
C -2.93 -0.18 0.24 -0.488
C -1.42 -2.01 0.39 -0.253
C -0.36 -1.29 -0.19 0.078
C -1.96 0.67 -0.32 0.843
C -0.54 0.15 -0.46 0.460
C -2.14 1.94 -0.73 -0.967
C 2.01 -0.53 0.10 0.001
N 0.57 0.87 -0.57 -0.436
N 3.25 -0.22 -0.19 0.158
N 3.98 0.77 0.47 -0.605
S 1.22 -1.84 -0.69 -0.141
H -3.60 -1.95 0.89 0.371
H -3.93 0.33 0.43 0.310
H -1.23 -3.00 0.69 0.478
H -1.27 2.60 -0.92 0.194
H -3.15 2.33 -0.93 0.274
H 1.67 -0.47 1.15 0.383
H 3.78 -0.28 -1.08 0.277
H 4.94 0.64 0.50 0.246
H 0.30 1.92 -0.68 0.144
H 3.56 1.02 1.44 0.279

Please write out number 2 again, unchanged.
16
Properties=species:S:1:pos:R:3:mulliken_charge:R:1 method="wB97M-V/def2-TZVPD" charge=0 homo_lumo_gap_ev="4.35 / 7.20" lumo_ev="-3.45 / -2.34" total_energy_ha=-3049.75245
C 1.11 0.23 0.44 0.116
C -0.38 -2.19 0.35 -1.050
C -1.53 0.68 -0.29 -0.942
Si 1.47 2.09 0.33 0.717
P -0.15 -0.48 -0.49 0.313
Cl 2.49 -0.65 0.76 -0.133
Cl 0.24 3.26 1.54 -0.241
Cl 3.41 2.14 0.88 -0.214
Cl 1.45 2.75 -1.57 -0.200
Cl -1.64 -2.89 -2.83 -0.461
H -0.83 -2.96 -0.16 0.399
H 0.60 -2.52 0.23 0.361
H -0.74 -2.11 1.38 0.329
H -2.36 -0.04 -0.16 0.340
H -1.36 1.30 0.69 0.320
H -1.78 1.38 -1.08 0.345